(1)
66
Properties=species:S:1:pos:R:3:forces:R:3 method="wB97M-V/def2-TZVPD" gap_ev=8.703 total_charge=0 homo_energy_ha=-0.3189 smiles="NB(O)[C@]1(P(O)(O)=S)OC(=O)O[C@@]1(CB(O)O)C(=O)NC(=O)F.O=S1(=O)OCCO1.O=S1(=O)OCCO1.O=S1(=O)OCCO1"
O -5.006352 -0.004925 -0.315452 -0.06 0.30 -0.37
P -2.302619 0.104889 1.935214 -1.38 0.39 1.50
S -2.330762 0.560943 3.795661 0.27 -0.14 -0.44
O 5.641252 1.037475 3.526164 -0.12 0.17 -0.20
O -0.268607 0.342161 -0.645381 -0.68 0.48 -0.15
C 6.847756 -1.171167 1.376310 -0.10 -0.44 0.24
O -0.948044 1.444386 -3.982009 0.17 -0.07 0.21
H 2.428340 0.599511 -0.020851 -0.45 -0.58 0.36
O -6.354179 -0.131586 -2.407403 0.40 0.08 0.18
H -8.765434 -1.065292 1.038366 0.16 0.23 -0.01
H 0.909411 -3.232181 2.216418 -0.48 -0.41 0.32
H 6.831475 -1.806966 2.264814 -0.01 -0.02 -0.05
O -1.102986 -1.513530 0.284420 0.15 1.11 -1.49
H 7.600345 -1.539616 0.681850 0.07 0.24 0.04
H 0.155388 3.323524 0.129693 -0.37 -0.35 -0.07
O -3.415313 -1.089174 1.608564 1.66 1.86 -0.86
C -7.213026 -2.325143 0.181653 0.03 0.01 0.71
S 5.797657 0.964384 2.118636 0.08 -0.33 -0.19
O -0.034966 -3.024980 2.340264 0.92 1.41 -0.79
H 2.568426 3.621221 -4.174583 -0.19 -0.02 0.15
H 2.625417 1.910349 -6.248205 -0.09 -0.24 0.05
C 0.596791 1.685173 1.328605 -1.25 -0.05 -1.14
C -8.226519 -1.201251 0.102955 -0.43 -0.38 -0.23
H 5.534842 -0.680302 -0.275768 0.04 -0.05 0.00
O -2.755212 1.397879 1.016782 0.31 -1.90 -0.08
C 2.325666 2.560257 -4.190554 0.49 -0.17 -0.08
O 5.744028 2.110208 1.280347 0.06 -0.03 0.27
N 0.477544 -1.118453 3.783750 0.29 0.57 -2.06
H 2.010435 -3.411396 0.169710 0.61 -0.01 -0.42
F -0.629609 5.016132 1.687650 0.28 -1.01 -0.97
O -7.459930 -0.032982 -0.207787 0.72 -0.15 0.01
O 0.756791 -0.135600 -3.063566 -0.85 1.63 -1.73
H 0.816506 -2.303289 -1.701564 0.41 0.04 -0.71
H 1.130966 2.838956 -5.977140 0.08 0.04 0.01
C 1.817974 2.106219 -5.545756 -0.22 0.49 -0.15
H 3.200841 1.982955 -3.881729 0.01 0.03 -0.05
C 0.384321 0.276659 0.632206 0.05 0.19 -0.14
H 1.388494 -1.508782 4.019234 -0.44 -0.02 0.45
S 0.397205 1.019392 -3.818293 0.04 -0.08 -0.14
O 2.670260 -2.699042 0.101275 -1.06 0.78 0.54
C 5.475005 -1.079452 0.740817 0.23 -0.07 -0.52
N -0.213478 2.827586 0.940813 0.34 0.84 -0.04
H 2.362189 -0.423307 1.435871 -0.61 0.33 -0.51
B 2.030626 -1.546994 -0.455019 -0.17 -1.00 -0.70
O -0.747072 3.365542 3.094414 -0.31 -0.83 2.13
C -0.638997 -0.646162 1.354392 -0.81 -0.98 0.99
B -0.050047 -1.613196 2.538210 0.05 -0.66 1.26
O -6.274297 -2.042099 -0.861932 -0.12 0.59 -0.29
O -2.052311 -0.669224 -1.632996 -1.55 -0.30 -1.79
H -6.676376 -2.308909 1.133701 -0.06 -0.02 0.00
H -3.356239 1.118985 0.296716 0.11 0.35 0.11
O 4.762167 -0.135302 1.547084 0.47 0.06 0.48
C -1.259223 -0.627641 -0.796878 3.35 0.34 3.13
H 4.957763 -2.036511 0.723067 -0.18 0.16 0.16
O 1.566299 -1.683033 -1.783970 0.31 -1.12 3.23
O 1.446346 1.813613 2.134592 0.74 -0.29 1.06
C -0.527513 3.679960 2.003905 0.14 0.85 -1.29
C 1.859298 -0.236978 0.464388 0.37 -0.40 -0.67
H -3.631428 -0.939244 0.657896 -0.36 -0.74 0.54
H 0.486707 -0.098034 3.821891 0.11 -0.31 0.41
S -6.150249 -0.448876 -1.043378 -0.79 -0.55 0.04
H -7.663625 -3.304485 0.037616 0.16 0.03 -0.25
O 7.158401 0.163001 1.787839 -0.46 0.28 -0.23
O 1.260428 2.278471 -3.279741 -0.32 -0.14 -0.34
H -8.941105 -1.365702 -0.706887 0.02 -0.01 0.03
O 1.081334 0.911063 -5.279327 0.22 -0.02 0.57

(2)
45
Properties=species:S:1:pos:R:3:forces:R:3 method="wB97M-V/def2-TZVPD" gap_ev=7.688 total_charge=0 homo_energy_ha=-0.3014
H -0.191323 2.543079 0.094306 1.26 -2.15 0.79
C 2.676548 5.160947 -3.192799 -0.10 -0.40 0.10
H 0.290746 -4.181997 2.894894 0.99 1.32 0.49
H -2.127641 -1.803859 1.916176 -1.82 -1.15 -0.87
C -0.610720 1.169050 1.863563 0.17 -0.85 -0.58
Si 0.822328 -2.082494 0.524074 1.45 -0.85 -1.88
H -4.214793 -0.577375 2.707728 -0.19 -0.82 -2.55
H -1.178674 2.101005 2.300961 1.38 -1.83 -0.78
C 2.746706 2.798410 -2.666952 -0.15 0.51 -0.07
H -3.739331 -0.101773 0.935640 -1.19 -1.60 0.96
H -1.437844 0.421147 1.438790 1.79 1.65 0.91
H -4.087459 -2.791416 -0.488293 1.81 -0.49 1.09
C 3.402120 3.981962 -3.015399 -0.02 -0.04 0.03
H 0.711242 6.062252 -3.169572 0.02 -0.10 0.03
H 0.837997 1.889478 -2.211450 0.05 0.13 -0.04
C 0.648429 3.975816 -2.674082 1.24 0.02 -0.18
B 2.172563 -3.455546 2.407525 1.31 -0.98 0.08
C 1.291813 5.156878 -3.026879 -0.10 0.02 0.03
H 0.009078 0.583255 2.696398 -1.45 1.42 -1.72
H 3.313638 1.880462 -2.533128 -0.13 0.14 -0.01
H -5.301518 -1.268420 1.252832 2.27 0.67 0.54
H 1.403708 1.993489 0.934038 -1.77 -1.10 -0.77
H 3.244309 -4.944657 3.165915 0.60 2.29 0.12
C -3.145122 -2.237248 1.533296 -0.55 1.02 -0.16
H 2.136580 -0.624397 -1.234570 -1.64 0.73 1.83
H 0.035602 -1.661936 1.693814 -0.17 -0.30 -0.12
O 0.966613 -3.534268 3.253947 1.28 -1.08 -2.52
F -0.680991 3.973130 -2.509010 -0.28 -0.01 0.05
I -2.961716 -5.191895 0.378900 0.54 0.56 -2.14
I -3.741352 -3.747409 3.057390 -0.18 1.98 1.01
O 0.415655 0.580271 -0.482750 1.41 0.22 1.72
H 2.264110 0.014478 0.536819 -1.52 -0.79 -1.60
Si -1.615232 -2.383944 -1.059426 0.40 -1.80 -0.17
O 3.446341 -3.954079 3.027562 -3.48 -1.00 -1.65
C -4.216963 -0.957566 1.577331 1.05 -0.46 0.89
H 3.189340 6.081800 -3.459965 -0.13 -0.16 0.04
C -3.082251 -2.988007 0.077516 -0.63 0.88 0.82
C 1.363115 2.797236 -2.490160 -0.14 -0.05 -0.09
O -0.060053 -3.075768 -0.625851 -0.95 2.90 1.67
O 2.246494 -2.989168 1.010137 -2.65 0.35 3.17
H -1.961989 -2.876508 -2.417546 0.19 -0.08 0.23
C 1.483039 -0.406325 -0.259214 1.70 -0.25 0.30
H 4.481827 3.983414 -3.148820 -0.21 0.01 0.02
H -1.604753 -0.911422 -1.189352 0.14 -0.04 0.49
C 0.359782 1.599920 0.575666 -1.62 1.58 0.47

(3)
42
Properties=species:S:1:pos:R:3:forces:R:3 method="wB97M-V/def2-TZVPD" gap_ev="4.551 / 4.551" total_charge=-2 homo_energy_ha="-0.0275 / -0.0275" multiplicity=2
O -7.093200 -1.828665 1.282083 0.41 0.07 -0.21
H 4.812565 1.831839 -0.384921 -0.06 0.14 0.04
C 2.745521 2.436852 -0.436439 0.47 0.92 1.27
C -6.576821 -2.972147 1.261643 -0.41 0.54 0.39
H 1.016733 -0.141515 1.783226 -0.01 -0.03 -0.03
C -0.127765 -0.069357 -1.079258 0.00 0.08 -0.66
O 1.300239 1.950118 -2.108170 -0.48 0.48 -0.05
C 3.591170 0.080497 -0.061359 -0.10 0.00 0.06
C -4.794453 -2.829013 -0.584751 -0.20 1.15 0.06
H 0.734802 1.588912 1.604562 0.10 -0.03 -0.06
B -2.962090 -2.649481 0.730561 -0.63 -0.47 -0.56
C 3.022999 3.739932 -1.178344 -0.14 0.04 -0.48
N 1.410566 1.895956 -0.822767 1.10 -1.17 -1.49
C -5.088347 -3.170305 0.902584 -0.12 0.79 -0.50
H 3.949590 1.283133 -1.806770 -0.16 0.05 -0.02
F -1.808770 -1.871968 1.005081 0.13 0.24 0.16
H 1.993419 -1.356420 0.118281 -0.19 0.04 0.02
H -2.783506 -3.883363 0.830347 0.83 -0.04 0.43
H -5.326895 -1.892269 -0.774306 -0.53 -0.11 -0.07
H 0.117591 -0.328194 -2.109879 0.07 0.15 -0.01
H -4.878328 -4.199838 1.174355 0.17 -0.30 -0.22
O -7.178992 -4.044249 1.509902 -0.27 -0.65 -0.02
H 2.741412 1.953895 1.722648 -0.08 0.00 -0.04
C 1.050667 0.525751 -0.322673 -0.98 -0.50 1.45
O -3.419814 -2.465277 -0.680894 0.09 -0.52 0.05
H -5.137169 -3.553301 -1.325556 0.27 -0.44 -0.02
H 2.282182 -0.784359 -1.504263 -0.08 0.12 -0.05
H 3.746726 3.307129 1.277414 0.03 0.04 -0.15
H -0.446781 -0.983960 -0.578555 -0.08 0.09 0.15
C 0.556058 0.616669 1.148872 0.05 0.43 0.22
H 3.951551 4.180972 -0.813353 0.02 -0.07 0.13
H 1.994192 3.499771 1.315476 -0.03 -0.02 -0.02
H -0.521720 0.473675 1.205097 0.02 -0.25 -0.10
C 2.799328 2.810890 1.056799 -0.05 -0.15 0.20
H -0.977861 0.611456 -1.092276 -0.02 -0.01 0.06
H 2.219109 4.459644 -1.014906 -0.03 -0.03 -0.02
H 3.667543 0.163324 1.026830 -0.02 0.06 -0.01
H 4.364572 -0.630473 -0.364334 -0.01 -0.02 0.02
H 3.133561 3.588178 -2.250869 -0.12 -0.06 0.01
C 2.218635 -0.460763 -0.459968 0.61 0.13 -0.33
C 3.854464 1.428557 -0.725694 0.06 -0.48 -0.14
O -4.152683 -2.312236 1.524542 0.39 -0.19 0.53

(4)
44
Properties=species:S:1:pos:R:3:forces:R:3 method="wB97M-V/def2-TZVPD" gap_ev="5.954 / 7.193" de_lowest_ev=0.1434 total_charge=+3 homo_energy_ha="-0.6705 / -0.6738" multiplicity=2
H -0.244640 2.813708 3.933141 0.00 0.08 0.03
H 1.142343 -3.824608 -1.418313 -0.05 0.09 0.09
C -0.052919 2.609446 2.879961 -0.07 -0.03 0.08
H -3.318784 2.232047 -0.136240 -0.04 -0.02 0.03
H -0.434134 -3.131073 -0.365093 0.09 0.06 -0.01
B 0.557123 -2.875240 -0.989925 0.02 0.03 -0.19
S 1.801310 0.540956 -0.639279 0.06 0.11 -0.20
H 0.969723 2.913883 2.664075 0.02 0.05 -0.04
Se -0.039048 0.655220 2.732740 -0.01 -0.07 0.44
H -3.016487 4.006056 -0.124454 -0.06 0.03 -0.03
C -1.076518 3.293794 2.004899 -0.04 0.02 -0.03
N 0.172448 -1.967558 -2.221200 0.19 -0.37 0.13
H -2.465876 0.803875 -3.416041 -0.01 0.02 0.03
H -2.662337 3.063005 -1.592522 -0.01 0.00 -0.02
C -2.699495 3.039442 -0.508002 0.14 0.02 0.04
C 0.575773 -2.205000 -3.508287 0.04 0.07 0.11
H -0.254642 -1.418299 -5.418459 0.00 -0.01 0.03
H 1.383236 -2.881185 -3.735489 -0.03 0.00 0.01
H -2.590747 0.742303 2.908478 -0.04 0.01 -0.01
H -1.779783 0.456824 4.486222 -0.06 -0.01 0.05
N -1.139378 -0.826990 -3.556804 -0.12 0.10 -0.30
H 4.164190 -0.123329 2.783421 0.02 -0.01 0.01
H -2.102145 3.041592 2.262781 -0.02 -0.02 0.07
S -1.733928 -0.569848 -0.869165 -0.37 -0.04 -0.27
N 2.951354 -0.973350 1.310198 0.19 0.19 0.18
C -2.267553 -0.028897 -4.083192 0.27 -0.12 0.14
C -1.812873 0.196952 3.431880 0.12 0.05 -0.07
Se -0.848039 2.840690 0.105137 -0.01 0.31 -0.06
C -0.865600 -1.131910 -2.280566 -0.17 0.13 0.30
C -0.234280 -1.490336 -4.343018 -0.08 0.05 0.04
H -1.979644 0.351676 -5.057676 -0.02 0.02 -0.02
H 1.957693 -4.047735 0.974913 0.01 0.04 0.02
C 3.792634 0.140747 1.798482 -0.19 -0.26 -0.07
H -3.147852 -0.659267 -4.174234 -0.03 -0.03 0.00
H 3.191367 1.042025 1.864907 0.01 0.05 0.00
V -0.179732 0.455265 0.262699 0.63 -0.65 -0.41
N 1.592910 -2.170134 0.050920 -0.08 -0.21 -0.19
H 3.690102 -2.550342 2.535221 -0.03 -0.01 -0.04
H -1.928478 -0.876556 3.308756 -0.01 -0.01 0.01
C 2.171179 -2.990069 0.953251 -0.03 -0.01 -0.05
H -0.955047 4.374380 2.061126 -0.03 0.06 0.04
C 3.030321 -2.247142 1.736308 0.04 0.05 0.01
C 2.061655 -0.919916 0.272577 -0.30 0.24 0.14
H 4.624619 0.294881 1.115882 0.02 0.02 -0.02

(5)
46
Properties=species:S:1:pos:R:3:forces:R:3 method="wB97M-V/def2-TZVPD" gap_ev=10.536 total_charge=0 homo_energy_ha=-0.3644 smiles="O=C(O)N(C[C@@H]1CO1)S(=O)(=O)F.CCOC(C)=O.CCOC(C)=O"
C -0.408461 -4.969508 2.100066 0.03 -0.11 0.01
H -0.507013 -0.298960 0.354586 -0.09 0.24 0.80
O 3.691646 -2.273263 -0.864861 0.03 -0.07 0.06
C 0.839434 1.397598 -0.110936 -0.18 -0.12 0.84
H -3.585832 3.387849 -3.483288 0.01 0.02 0.01
H -1.670876 5.967426 -2.538908 0.01 0.00 -0.02
H -1.118904 -5.490188 4.081750 0.04 -0.02 0.00
C -0.566567 -2.674177 2.912621 0.00 -0.09 -0.04
C -1.954264 4.131620 -1.516487 0.11 -0.05 -0.10
H -0.505741 -5.338636 1.080712 -0.01 0.02 -0.01
H -1.369992 1.238707 -0.235471 -0.04 0.27 0.62
H 2.629190 1.614317 1.038708 0.05 -0.11 0.21
O 5.025216 0.168473 0.747484 0.01 0.12 0.10
C -0.453799 0.731969 0.030988 0.08 -0.77 -2.40
H -3.270610 5.276908 -2.849227 0.05 0.00 -0.05
H -1.548901 4.467479 -4.570854 -0.04 0.01 -0.01
H 0.835977 -3.920318 4.056337 -0.05 -0.03 0.02
S 2.712989 -1.654985 -0.049871 0.00 0.36 -0.18
H -2.242517 -5.860392 2.775226 0.00 -0.02 -0.02
O -0.925806 -3.636877 2.041871 0.01 0.04 -0.03
O 0.387357 0.692710 -1.219661 -0.16 0.17 0.28
C 4.292901 0.386182 -0.157431 -0.18 0.14 -0.58
H -2.797284 1.829673 -3.631796 0.02 -0.01 0.02
O -1.942330 3.009339 -2.261788 -0.10 -0.03 0.07
H -2.908642 6.002717 -1.279608 0.08 0.02 0.03
H 1.649508 0.196806 1.483129 0.11 0.02 0.10
C 0.206965 -3.040563 4.158179 0.17 0.02 -0.11
O -1.471940 4.079551 -0.418032 0.04 0.08 0.09
H 0.833181 -2.193115 4.423488 -0.07 0.04 0.03
H 0.825804 2.479166 -0.180649 0.08 0.11 -0.16
H 4.016359 0.887636 -1.954863 -0.23 0.16 0.03
H -0.506241 -3.208749 4.964952 -0.01 -0.01 0.01
O -0.919245 -1.548236 2.690999 0.01 0.13 0.03
O 1.342410 -1.996020 -0.074836 0.00 -0.02 0.06
H -0.811908 2.869623 -4.688020 -0.01 -0.02 -0.01
C -1.189200 -5.848360 3.054555 -0.05 0.08 0.04
C 2.016613 0.800147 0.656205 -0.13 0.30 -0.48
F 3.161316 -1.874665 1.443700 -0.02 -0.06 -0.12
O 4.621808 1.109193 -1.236015 0.26 -0.25 0.18
C -1.762111 3.402530 -4.666827 0.08 0.04 0.06
H -0.807937 -6.869315 3.021891 0.00 -0.01 -0.01
C -2.612568 2.896658 -3.521472 -0.02 -0.01 -0.12
N 2.887201 -0.027020 -0.226731 0.32 -0.56 0.67
H 0.657243 -4.956503 2.331999 0.00 0.02 0.01
C -2.499512 5.414816 -2.096565 -0.19 -0.06 0.06
H -2.274918 3.240757 -5.615248 -0.01 -0.01 0.00

(6)
36
Properties=species:S:1:pos:R:3:forces:R:3 method="wB97M-V/def2-TZVPD" gap_ev=7.337 de_lowest_ev=3.6098 total_charge=+2 homo_energy_ha=-0.6267
C 1.093841 1.585832 -1.125449 2.92 3.17 -0.18
H -1.509051 1.920504 1.076951 -1.20 0.30 1.53
H 1.931777 -0.567867 2.447861 -1.54 -0.30 0.70
C 0.826258 -0.338917 2.640710 0.79 1.49 -2.46
H 0.679915 -2.833398 0.692577 -1.27 0.88 0.67
H -2.384512 -0.568371 -0.026544 1.31 1.09 -2.66
H -1.165212 -0.633315 1.704607 1.28 0.67 -0.03
H -1.581983 -2.980324 -4.026330 1.71 1.52 -0.46
H -2.290143 -0.054433 -1.977656 -0.21 0.14 0.62
C 0.348370 -0.290115 0.106761 -0.11 1.41 2.98
C -0.070912 -0.857817 1.462463 -2.14 -0.88 0.13
H 0.856497 2.885078 1.484022 -0.48 1.83 -0.47
N -0.342810 -1.458310 -3.290643 1.90 1.64 3.74
H 1.390836 1.516002 3.364532 0.50 1.11 1.50
C -1.786647 -0.164914 -1.007526 -1.77 -1.23 1.97
C 0.293720 1.273888 0.148844 1.25 0.52 -2.15
H 1.894123 0.826756 -1.350845 -0.87 0.62 0.20
H -1.115057 -2.505662 0.604831 0.39 -0.66 1.01
H -0.561198 -1.761875 -5.225947 -0.65 -0.01 -0.24
H 2.056233 1.795614 1.262668 2.98 -0.43 -0.93
C -0.846176 -2.079828 -4.223256 -1.58 -2.14 -1.17
H 0.416234 -0.507928 3.621679 0.25 -1.47 0.21
H 0.643986 1.918367 -2.085183 -0.30 -0.43 0.71
H -0.137275 -2.753917 2.183604 -0.89 -1.93 2.48
C 0.179420 -1.074723 -2.168352 0.46 -2.00 0.04
C -0.223175 -2.356559 1.251413 2.11 0.44 -3.35
H 1.259878 -1.385524 -1.789200 -2.25 0.44 -1.66
H -1.679514 1.085868 -0.438855 -0.98 -0.27 -0.73
C -1.071254 1.922561 0.134202 2.11 -1.94 -0.88
C 0.691019 1.218840 2.650132 2.22 -2.55 -2.33
H 1.746632 2.510809 -0.799400 -1.13 -1.50 -1.15
H -0.289954 1.315791 2.861874 -3.17 1.25 1.36
N -0.509913 -0.561909 -1.086630 1.87 -0.74 0.54
H 1.428392 -0.661873 0.107813 -1.42 0.56 -1.17
H -1.215104 2.753267 -0.511702 -0.06 0.85 -0.33
C 1.042762 1.868403 1.325973 -2.01 -1.44 1.95